Molecular formula: C27H28BrIN4O4Ti
Method: DFT, wB97M-V/def2-TZVPD

The value obtained for the HOMO energy is -13.5 eV. The energy above the lowest of the compared OMol25 structures with the same formula, charge and spin is 0.5392 eV. As for the net charge: +2. For the molar mass, the calculation gives 727.22 u. The largest force on an atom comes out at 0.0208 Eh/bohr. The LUMO energy comes out at -0.260 Ha.

Each line ends with the Mulliken charge.
Cartesian coordinates (Å):
Ti  -0.152875  0.076389  0.075390  0.51
C  4.160482  1.140831  2.433737  -0.77
C  3.811315  -0.337966  2.518367  -1.10
N  3.777920  -1.013497  1.205485  0.21
C  4.925384  -1.888481  0.892562  -0.84
C  6.154239  -1.104343  0.471401  -1.03
C  2.776840  -0.843318  0.373375  1.18
C  2.807400  -1.479309  -0.979806  -1.97
N  1.723820  -0.071844  0.699128  -0.05
H  4.169210  1.557721  3.440441  0.39
H  3.456332  1.725137  1.838533  0.22
H  5.148582  1.281422  1.999545  0.29
H  2.855317  -0.511246  3.018544  0.51
H  4.561404  -0.855220  3.112011  0.45
H  4.623108  -2.600911  0.132392  0.48
H  5.117827  -2.467738  1.795948  0.42
H  5.951823  -0.493521  -0.410194  0.28
H  6.962741  -1.791629  0.227691  0.41
H  6.508163  -0.454747  1.271510  0.31
H  3.799251  -1.426496  -1.422291  0.50
H  2.119928  -0.967442  -1.646652  0.39
H  2.507436  -2.527340  -0.911157  0.43
H  1.866155  0.447232  1.560680  0.06
N  -4.037478  0.358514  1.575779  0.09
C  -2.821580  0.801561  1.284198  -0.83
N  -1.996010  -0.197574  0.986665  0.34
C  -2.737238  -1.382550  1.129994  0.52
C  -2.375367  -2.722435  1.019841  -0.42
C  -3.364934  -3.658815  1.240435  -0.90
C  -4.674508  -3.289076  1.572553  -0.54
C  -5.035909  -1.966079  1.714984  -1.07
C  -4.035370  -1.029807  1.490838  0.65
H  -4.820138  0.946379  1.821311  0.27
H  -2.553511  1.844761  1.289107  0.58
H  -1.362087  -3.030775  0.801445  0.46
H  -3.123184  -4.710256  1.166611  0.45
H  -5.413948  -4.060748  1.735599  0.43
H  -6.040998  -1.678251  1.991055  0.44
I  0.040922  8.706010  -0.273048  0.23
C  -0.018140  6.650581  -0.128521  -0.05
C  -0.152135  5.877714  -1.282113  -0.59
C  -0.192237  4.503868  -1.188701  -0.35
C  -0.097078  3.888874  0.064823  0.24
C  0.036524  4.666633  1.221117  -0.46
C  0.075515  6.039563  1.123381  -0.65
C  -0.139877  2.450858  0.176288  1.37
O  -0.070177  1.803503  1.249610  -0.84
O  -0.289996  1.697061  -0.892872  -0.68
H  -0.224229  6.359409  -2.247255  0.41
H  -0.296444  3.899381  -2.079576  0.51
H  0.108699  4.185210  2.187997  0.48
H  0.178292  6.646356  2.012238  0.41
Br  -4.693067  0.600843  -3.073407  -0.17
C  -3.616862  -0.930630  -3.237840  -0.49
C  -3.964257  -1.929583  -4.138802  -0.34
C  -3.173083  -3.062969  -4.244962  -0.66
C  -2.043920  -3.202781  -3.456096  -0.89
C  -1.702732  -2.192767  -2.556735  0.78
C  -2.491212  -1.052788  -2.450139  0.41
C  -0.505433  -2.425396  -1.745759  0.14
O  0.244786  -3.353346  -1.777140  -0.53
O  -0.276868  -1.447884  -0.792238  0.17
H  -4.848898  -1.821089  -4.751422  0.44
H  -3.443473  -3.840925  -4.945435  0.43
H  -1.422204  -4.084417  -3.526107  0.50
H  -2.261959  -0.249805  -1.764311  0.41

Atoms 1-3, force components in eV/Å:
0.17 -0.21 0.47
0.02 0.09 0.04
0.01 -0.08 -0.03